# 1
Density functional theory data (the ωB97M-V functional and the def2-TZVPD basis) for C41H29ClF3MgN5P as an isolated structure at a distorted geometry.

Results
- Energy: -3154.64683 Eh
- Energy relative to the best compared isomer or geometry (same formula, charge and spin): 0.00 kcal/mol
- Charge: +1
- HOMO-LUMO gap: 6.0677 eV

Last column: Mulliken charge in e.
Element x y z (Å)
Mg -20.39660 5.04027 8.16113  2.025
N -21.66407 6.04840 12.21301  0.230
C -21.06947 5.46936 11.17717  -0.608
N -21.28038 5.83188 9.90489  -0.053
C -22.15695 6.86166 9.64816  0.482
N -22.48454 7.20341 8.40995  -1.171
N -21.85698 6.44160 7.54383  0.341
C -22.03023 6.34356 6.21347  -0.799
C -21.28350 5.36914 5.40447  1.038
C -21.43372 5.16845 4.01912  -0.966
C -20.73730 4.15440 3.37165  -0.301
C -19.88206 3.32826 4.10658  -0.857
C -19.78278 3.55141 5.45719  -0.225
N -20.43514 4.54520 6.06362  0.032
C -22.66947 7.63937 10.73538  0.756
C -23.38546 8.81954 10.49693  -0.332
C -23.92549 9.52320 11.56459  -0.787
C -23.74275 9.07121 12.85660  -0.413
C -23.06787 7.88400 13.10928  -0.951
C -22.49015 7.18574 12.04552  0.026
H -21.48033 5.70547 13.15521  0.284
H -20.39222 4.64877 11.38593  0.418
H -22.74110 6.98925 5.71328  0.408
H -22.13893 5.81531 3.50241  0.475
H -20.86089 4.00442 2.29671  0.420
H -19.35362 2.49616 3.63325  0.455
H -19.15276 2.96670 6.11504  0.424
H -23.52888 9.18942 9.47726  0.458
H -24.48773 10.43219 11.37697  0.421
H -24.10916 9.67453 13.69399  0.409
H -22.96236 7.53624 14.14701  0.369
Cl -19.21622 3.11046 9.09603  -0.246
C -20.31737 1.65433 9.11339  0.679
C -19.69631 0.49183 9.50784  -0.561
C -20.42132 -0.69267 9.66582  -0.644
C -21.75791 -0.73280 9.34493  -0.803
C -22.40513 0.42287 8.93011  -0.280
C -21.68790 1.64563 8.83896  -0.227
P -22.51677 3.15875 8.31455  1.275
C -24.09405 3.16281 9.21283  0.314
C -25.23963 2.57650 8.67092  -0.266
C -26.42881 2.60026 9.38144  -0.846
C -26.46379 3.07278 10.68296  -0.513
C -25.30642 3.56380 11.26890  -0.629
C -24.11844 3.54721 10.55302  -0.317
C -23.06975 2.89335 6.61249  0.489
C -24.03668 3.74666 6.08630  -0.453
C -24.50283 3.57404 4.78889  -0.888
C -24.05528 2.49470 4.03997  -0.571
C -23.10740 1.63817 4.57213  -0.799
C -22.60291 1.83691 5.84897  -0.533
H -18.61190 0.50353 9.68483  0.476
H -19.89162 -1.60113 9.99681  0.381
H -22.35234 -1.65605 9.43405  0.397
H -23.46855 0.41098 8.67294  0.421
H -25.19532 2.07317 7.70749  0.480
H -27.33975 2.25507 8.88402  0.405
H -27.42543 3.05755 11.22161  0.367
H -25.34719 3.97316 12.28591  0.431
H -23.17376 3.80672 11.05225  0.288
H -24.44247 4.56048 6.69914  0.480
H -25.21511 4.29902 4.38449  0.448
H -24.45704 2.33790 3.02944  0.382
H -22.74607 0.82704 3.94819  0.404
H -21.83737 1.13952 6.24432  0.355
F -11.15146 4.51204 6.97277  -0.247
C -11.94601 3.81900 7.83364  0.849
F -11.86190 2.50138 7.47565  -0.282
F -11.37090 3.94700 9.08502  -0.255
C -13.33882 4.28293 7.83052  0.375
C -13.58564 5.63369 8.09793  -0.782
C -14.87373 6.10740 8.13896  -0.751
C -15.94474 5.23452 7.87563  0.392
C -15.68850 3.86903 7.57866  -0.491
C -14.38906 3.40263 7.54750  -0.491
C -17.26206 5.72980 8.02811  0.492
C -18.44395 6.06732 8.15219  -1.221
H -12.75600 6.30342 8.32675  0.363
H -15.11041 7.15155 8.34572  0.462
H -16.54917 3.21144 7.37707  0.271
H -14.19690 2.33966 7.31634  0.411

***

# 2
Density functional theory data (the ωB97M-V functional and the def2-TZVPD basis) for an isolated ion of composition C5H7N2O2S and charge +1 at a distorted geometry.

Results
- SMILES: C[C@H]1SCc2c(=O)o[nH][n+]21
- Energy: -852.48573 Eh
- Energy relative to the best compared isomer or geometry (same formula, charge and spin): 60.67 kcal/mol
- Charge: +1
- HOMO-LUMO gap: 7.7761 eV

Last column: Mulliken charge in e.
Element x y z (Å)
C -1.80881 -0.84026 -0.10844  0.223
C -3.17237 -0.23811 0.05438  0.324
C -1.14541 -2.10903 0.15803  -0.332
C 0.48643 0.11835 -0.59847  -0.046
C 1.27796 0.71792 0.50011  -1.045
N -1.68131 1.40732 -0.63177  -0.491
N -1.01342 0.25464 -0.49994  0.534
O -4.18869 -0.59406 0.50715  -0.392
O -3.00910 1.11078 -0.43298  -0.194
S 0.62858 -1.79758 -0.48551  -0.058
H -1.16900 -2.46111 1.28303  0.315
H -1.48874 -2.99532 -0.35677  0.383
H 0.91861 0.63276 -1.63048  0.358
H 1.16115 0.15923 1.38362  0.310
H 0.79488 1.67892 0.42372  0.376
H 2.32166 0.74840 0.26871  0.379
H -1.40323 2.12273 -1.43215  0.356

***

# 3
Density functional theory data (the ωB97M-V functional and the def2-TZVPD basis) for C26H65Cu2N5O13 as an isolated structure at a distorted geometry.

Results
- Energy: -5561.32631 Eh
- Spin multiplicity: 3
- Charge: +2
- Expectation value of S²: 2.014
- HOMO-LUMO gap (spin up / spin down): 4.3673 / 1.8988 eV

Last column: Mulliken charge in e.
Element x y z (Å)
Cu 10.93237 11.61951 17.18239  0.855
Cu 14.13877 15.26690 13.25739  0.883
O 15.61361 14.76222 18.62069  -0.381
C 14.83798 14.30082 17.70292  0.787
O 15.09634 14.82983 16.59558  -0.486
O 13.96726 13.42771 17.89109  -0.301
H 15.83521 15.40935 17.94711  0.360
O 14.93325 9.70444 13.16737  -0.413
C 14.01977 10.57228 13.47969  0.681
O 13.19979 10.40102 14.40872  -0.753
O 14.15673 11.66947 12.92829  -0.770
H 15.41270 10.21344 12.50962  0.299
C 10.06953 11.55995 8.37476  -0.770
O 9.34993 12.08715 9.54301  -0.328
C 8.77758 11.11416 10.46438  -0.796
C 7.49592 11.55171 11.01496  -0.305
N 6.67701 11.98605 9.91867  0.087
C 5.44813 12.70445 10.19400  -0.805
C 5.54352 14.19714 10.51397  -0.309
O 4.29500 14.88218 10.67402  -0.347
C 4.38171 16.25424 11.16747  -0.741
H 9.37148 10.82768 7.96903  0.371
H 10.94660 11.04189 8.76263  0.323
H 10.32348 12.24343 7.56454  0.255
H 9.42582 10.78913 11.27816  0.522
H 8.39835 10.18813 10.03223  0.373
H 7.59664 12.45557 11.61578  0.327
H 6.95763 10.81542 11.61180  0.372
H 7.20970 12.43540 9.18763  0.345
H 4.62678 12.18127 10.68365  0.398
H 5.27313 12.84182 9.12695  0.358
H 6.19660 14.77214 9.85748  0.402
H 6.11057 14.21918 11.44460  0.325
H 3.52253 16.81586 11.53421  0.314
H 4.88602 16.93362 10.48029  0.314
H 5.02168 16.22425 12.04931  0.306
C 12.34974 9.16398 18.89958  -0.922
O 11.25134 10.02328 19.32921  -0.236
C 11.26160 10.45194 20.65420  -0.499
C 9.81647 11.12832 20.84698  -0.875
N 9.80174 12.38076 20.06157  -0.145
C 10.27693 13.55167 20.85089  -0.816
C 9.92278 14.81378 20.11726  -0.472
O 8.55274 14.83222 19.89935  -0.356
C 8.14081 16.11222 19.79776  -0.810
H 12.95472 8.69462 19.67535  0.348
H 13.12184 9.65367 18.30616  0.354
H 12.06858 8.40031 18.17441  0.326
H 12.13965 11.07046 20.84013  0.361
H 11.27176 9.74614 21.48475  0.378
H 9.56227 11.36145 21.88096  0.487
H 9.03284 10.50117 20.42188  0.389
H 8.82746 12.64492 20.09464  0.261
H 11.35366 13.40574 20.93724  0.376
H 9.91671 13.47825 21.87702  0.392
H 10.33178 14.81881 19.10692  0.221
H 10.33682 15.68142 20.63095  0.467
H 8.33541 16.64643 20.72773  0.339
H 7.09603 16.15000 19.48938  0.243
H 8.71982 16.68820 19.07589  0.320
C 18.38274 14.94372 9.29412  -1.262
C 17.93014 13.77132 10.25408  0.298
C 18.88485 12.58910 10.34981  -0.914
O 18.24991 11.55129 11.12133  -0.249
C 19.18858 10.54396 11.55814  -0.856
N 17.41469 14.12182 11.55774  -0.535
H 17.79010 15.84110 9.47186  0.351
H 18.05571 14.52472 8.34249  0.367
H 19.46475 15.05498 9.22364  0.322
H 17.09757 13.30918 9.72364  0.146
H 19.81169 12.84685 10.86228  0.415
H 19.22614 12.17748 9.39997  0.429
H 20.14398 10.85855 11.97807  0.327
H 19.51378 10.04237 10.64668  0.358
H 18.91903 9.88558 12.38396  0.298
H 18.08830 14.61457 12.12656  0.247
H 17.36558 13.20693 11.98279  0.310
C 12.58824 16.10242 7.89481  -1.586
C 12.67328 16.86075 9.09336  0.522
C 11.83156 18.15024 9.09981  -0.767
O 10.40029 17.81710 8.97978  -0.330
C 9.53383 18.71175 9.72387  -0.780
N 12.28857 15.99628 10.21732  -0.557
H 11.58632 16.10266 7.46556  0.299
H 12.91434 15.07665 8.06674  0.490
H 13.27292 16.52735 7.16082  0.355
H 13.71265 17.02434 9.37803  0.246
H 12.02025 18.81904 8.26005  0.364
H 12.03127 18.73855 9.99540  0.476
H 9.43037 18.29290 10.72485  0.273
H 8.59364 19.03589 9.27769  0.281
H 9.97402 19.70690 9.66061  0.335
H 12.16897 15.10137 9.76463  0.158
H 11.32837 16.22043 10.43608  0.282
C 11.86042 5.39020 10.71729  -1.356
C 12.43462 4.50392 11.88110  0.687
C 13.48546 3.57975 11.39100  -0.834
O 13.13526 2.48334 10.51027  -0.336
C 12.23728 1.42933 11.01761  -0.660
N 12.77808 5.43845 12.94472  -0.684
H 12.55165 6.15645 10.36636  0.360
H 10.90177 5.82774 10.99594  0.344
H 11.70133 4.82974 9.79606  0.339
H 11.57062 3.96188 12.26553  0.180
H 13.95695 3.10731 12.25275  0.354
H 14.26983 4.11713 10.85802  0.289
H 12.02812 0.90918 10.08284  0.250
H 11.30471 1.90403 11.32269  0.278
H 12.65596 0.86907 11.85362  0.280
H 11.99522 5.89610 13.38945  0.263
H 13.27430 6.23983 12.58188  0.246